{"formula": "C26H37N9O22V", "method": "wB97M-V/def2-TZVPD", "symbols": ["O", "V", "O", "O", "C", "C", "O", "H", "H", "H", "H", "C", "N", "O", "O", "H", "H", "H", "C", "N", "O", "O", "H", "H", "H", "C", "N", "O", "O", "H", "H", "H", "C", "N", "O", "O", "H", "H", "H", "C", "N", "O", "O", "H", "H", "H", "C", "N", "O", "O", "H", "H", "H", "C", "C", "C", "C", "C", "C", "N", "O", "O", "H", "H", "H", "H", "H", "C", "C", "C", "C", "C", "C", "N", "O", "O", "H", "H", "H", "H", "H", "C", "C", "C", "C", "C", "C", "N", "O", "O", "H", "H", "H", "H", "H"], "xyz": [[0.1349, 3.0196, 2.3820], [0.3397, 1.5686, 1.7602], [-0.0648, 1.6067, 0.1684], [1.3013, 0.2418, 3.7720], [0.0565, 0.1356, 4.4647], [-1.2381, -0.2536, 3.5823], [-1.5451, 0.4065, 2.4254], [-0.1979, 1.0837, 4.9384], [0.1320, -0.6513, 5.2151], [-2.0948, -0.2968, 4.2547], [-1.0372, -1.3037, 3.3700], [-4.3513, 2.0578, 3.8761], [-4.6163, 1.0574, 4.9253], [-4.4249, 1.3971, 6.1494], [-5.0515, -0.0572, 4.5012], [-3.6401, 1.6678, 3.1480], [-4.1044, 2.9893, 4.3854], [-5.3103, 2.1693, 3.3700], [2.4287, 1.8290, 8.2576], [2.3740, 0.5163, 7.5534], [1.5214, -0.2556, 7.7952], [3.2986, 0.3277, 6.7181], [1.9091, 1.7234, 9.2100], [1.7862, 2.4745, 7.6588], [3.4656, 2.1594, 8.3199], [-1.7735, 0.2943, 7.3125], [-1.9981, 0.6642, 8.7256], [-3.0593, 0.4562, 9.2238], [-1.0900, 1.3330, 9.2751], [-2.5679, -0.4053, 7.0524], [-0.7972, -0.1846, 7.2376], [-1.9480, 1.1244, 6.6280], [0.8162, -3.8014, 2.6617], [2.0098, -2.9169, 2.8848], [2.4975, -2.9258, 3.9990], [2.3977, -2.1395, 1.9955], [0.8594, -3.8441, 1.5734], [-0.0519, -3.3359, 3.1283], [1.0052, -4.7720, 3.1202], [-4.0585, -0.6149, 0.4767], [-4.2301, -1.6784, -0.5753], [-4.3007, -1.1935, -1.7236], [-4.2913, -2.8519, -0.2752], [-5.0408, -0.2169, 0.7310], [-3.3626, 0.1968, 0.2647], [-3.5221, -1.2056, 1.2194], [-0.5030, -1.6592, 0.0602], [-0.2660, -2.6552, -0.9434], [-1.2077, -3.1580, -1.5502], [0.8953, -2.9516, -1.1417], [-1.2806, -1.0023, -0.3296], [0.4193, -1.1023, 0.2254], [-0.9110, -2.1295, 0.9548], [-0.4247, -4.3495, 6.9695], [-0.4349, -5.5347, 7.6403], [-0.4646, -5.6302, 9.0320], [-0.2174, -4.4572, 9.7806], [-0.1555, -3.2530, 9.1057], [-0.2536, -3.1695, 7.7455], [-0.1363, -4.4948, 11.2952], [-0.3150, -5.5934, 11.8060], [0.1021, -3.4474, 11.9073], [-0.6209, -4.3203, 5.9078], [-0.4345, -6.5075, 7.1712], [-0.5914, -6.6039, 9.4818], [-0.1178, -2.3092, 9.6292], [-0.2064, -2.2115, 7.2491], [-2.7210, 5.7747, 3.6543], [-2.1216, 4.5386, 3.9823], [-1.7407, 4.2687, 5.2962], [-1.7403, 5.3262, 6.2519], [-2.3405, 6.6010, 5.8530], [-2.8691, 6.8157, 4.6062], [-1.0994, 5.1479, 7.6066], [-0.9875, 6.1650, 8.3135], [-0.6577, 4.0251, 7.8844], [-3.0354, 5.8644, 2.6249], [-1.9245, 3.8076, 3.2121], [-1.3722, 3.2792, 5.5231], [-2.3956, 7.3887, 6.5898], [-3.4354, 7.6987, 4.3493], [-3.6461, -3.4075, 5.7363], [-4.0269, -4.4223, 6.6288], [-4.1869, -5.7350, 6.1902], [-4.1181, -6.1004, 4.8727], [-3.7607, -5.0519, 3.9633], [-3.5244, -3.7368, 4.4539], [-4.2056, -7.5934, 4.4704], [-3.7912, -7.9088, 3.3574], [-4.5401, -8.4279, 5.2633], [-3.4091, -2.4130, 6.0847], [-4.2125, -4.1860, 7.6661], [-4.5538, -6.3737, 6.9801], [-3.6198, -5.3347, 2.9305], [-3.3160, -2.9311, 3.7655]], "atomic_forces_ev_per_a": [[0.490, -1.132, -0.778], [-3.210, -0.837, 1.469], [1.243, -0.223, 2.040], [-2.418, 0.692, -1.737], [0.136, 0.550, -2.091], [1.535, -0.674, 1.047], [2.246, 1.936, -1.117], [0.024, 0.395, 0.430], [-0.044, -0.267, 0.415], [-0.468, 0.270, 0.551], [0.090, -0.913, -0.341], [-0.720, 0.504, 0.252], [-0.354, -1.490, 1.977], [-0.823, -1.672, -4.154], [1.198, 2.653, 1.877], [0.402, -0.003, 0.343], [0.386, -0.216, -0.333], [-0.012, 0.029, -0.043], [-0.849, -0.062, 0.045], [4.367, 1.335, -2.124], [-2.045, -1.680, 0.605], [-1.801, 0.249, 1.652], [0.262, -0.094, -0.005], [0.228, 0.299, -0.063], [-0.341, -0.085, -0.103], [-0.484, -1.193, -0.377], [2.647, 3.007, 0.215], [-1.389, -0.789, 0.666], [-1.317, -1.677, -0.896], [0.101, -0.178, 0.183], [-0.072, 0.562, -0.134], [0.560, 0.363, 0.550], [1.096, 0.214, -0.798], [0.925, 2.171, 0.566], [-0.142, -0.529, -0.264], [-1.043, -1.878, 0.796], [-0.963, -0.319, 0.061], [0.100, 0.190, -0.348], [0.136, 0.194, -0.038], [0.897, -1.291, 1.025], [0.073, 2.174, -2.143], [-0.109, -1.524, 1.238], [-0.044, 0.767, -0.155], [0.151, -0.377, 0.223], [-0.197, -0.208, -0.909], [-0.677, 0.500, 0.856], [-0.890, 1.492, 0.628], [0.111, -1.379, -1.332], [0.352, 0.449, 0.589], [0.241, -0.272, -0.144], [0.163, 0.086, 0.091], [-0.257, -0.292, 0.187], [0.265, -0.013, 0.006], [0.219, 1.614, 0.725], [-0.404, -1.529, 0.978], [1.072, 1.080, 0.771], [-0.773, -0.942, -0.236], [0.066, 0.991, 0.900], [-0.432, -1.233, -1.760], [-0.042, 0.481, -0.348], [0.172, 0.816, -0.074], [-0.347, -1.603, -0.985], [0.398, 0.141, -0.119], [-0.375, 0.114, -0.611], [0.162, 0.117, 0.239], [0.344, -0.083, 0.387], [0.004, 0.031, 0.069], [0.286, -0.561, -0.138], [-0.439, 1.194, 0.759], [0.349, 0.681, 0.128], [0.120, 0.367, 0.729], [0.659, -0.875, 1.404], [0.293, -1.810, -0.596], [-1.762, 0.846, -3.915], [0.053, 0.448, 0.688], [0.368, -0.788, 0.378], [-0.162, 0.398, -0.099], [-0.200, -0.108, 0.004], [0.267, 0.105, 0.290], [0.097, -0.074, 0.212], [0.209, 0.245, 0.086], [-0.324, -0.593, 2.981], [0.343, 0.337, -0.604], [-1.316, 0.228, 1.832], [1.073, 1.085, -1.306], [-0.098, -1.215, 0.919], [-0.223, -1.349, -3.380], [1.398, 0.831, -1.336], [-0.412, 1.090, 0.314], [-0.736, 0.250, 1.284], [-0.254, 0.115, -0.010], [0.148, -0.101, 0.100], [0.236, -0.703, -0.258], [-0.049, 0.311, -0.166], [0.260, -0.164, -0.395]], "homo_energy_ev": [0.2, -3.4], "multiplicity": 2, "orbital_gap_ev": [2.22, 5.81], "charge": -2}

{"formula": "C7H17BBrNO8S2", "method": "wB97M-V/def2-TZVPD", "symbols": ["O", "S", "O", "O", "C", "C", "O", "H", "H", "H", "H", "O", "S", "O", "O", "C", "C", "O", "H", "H", "H", "H", "N", "C", "C", "C", "B", "Br", "H", "H", "H", "H", "H", "H", "H", "H", "H"], "xyz": [[1.0598, -0.5883, 3.0629], [-0.1180, -1.2061, 2.5689], [-1.3778, -0.5710, 2.6319], [-0.2146, -2.6766, 3.2170], [-0.2653, -3.6682, 2.1862], [0.4965, -3.0578, 1.0298], [0.1365, -1.6731, 1.0538], [-1.3122, -3.8416, 1.9273], [0.1795, -4.5972, 2.5337], [0.2340, -3.5018, 0.0726], [1.5760, -3.1324, 1.1806], [-1.2994, 1.6727, 2.7184], [-2.4291, 2.2759, 2.1216], [-3.3490, 1.5383, 1.3346], [-1.9401, 3.5613, 1.2833], [-2.6057, 4.7380, 1.7487], [-2.9006, 4.4607, 3.2080], [-3.2570, 3.0757, 3.2422], [-3.5260, 4.8635, 1.1738], [-1.9700, 5.6087, 1.6092], [-3.7139, 5.0693, 3.5941], [-2.0134, 4.6019, 3.8295], [3.5567, -2.0936, -2.8598], [3.1525, -0.6914, -2.6875], [2.1687, -0.2034, -3.7931], [0.7115, -0.0257, -3.2965], [0.0882, -1.3126, -2.6832], [-0.2539, -2.9037, -3.7172], [2.8387, -2.6250, -3.3376], [4.4033, -2.1600, -3.4089], [4.0419, -0.0610, -2.7516], [2.6616, -0.5493, -1.7182], [2.5082, 0.7883, -4.1160], [2.1893, -0.8678, -4.6614], [0.6472, 0.8075, -2.5882], [0.1170, 0.2832, -4.1711], [-0.2213, -1.3377, -1.5378]], "atomic_forces_ev_per_a": [[-0.071, 0.044, 0.127], [-0.010, -0.231, -0.095], [0.055, -1.505, -0.031], [0.310, 0.080, -0.119], [-0.395, -0.104, -0.202], [0.489, -0.171, 0.067], [-0.310, -0.089, 0.122], [0.020, -0.014, -0.033], [0.065, 0.118, 0.193], [-0.110, 0.227, -0.064], [-0.011, -0.059, -0.012], [0.011, 1.534, -0.101], [0.068, 0.225, 0.109], [0.001, -0.080, 0.063], [0.075, -0.019, 0.255], [-0.383, 0.130, -0.139], [0.399, 0.139, 0.196], [-0.195, 0.046, -0.321], [-0.006, 0.029, 0.033], [0.159, -0.141, -0.060], [-0.133, -0.204, 0.010], [0.000, 0.053, -0.028], [0.114, 0.087, 0.359], [-0.459, -0.227, -1.017], [0.046, 0.669, 0.482], [0.003, -0.082, -0.555], [-0.151, 0.339, 0.247], [0.136, 0.167, 0.066], [0.035, 0.002, 0.047], [-0.091, -0.007, -0.032], [-0.020, -0.157, 0.371], [0.294, -0.006, 0.031], [-0.076, -0.189, -0.210], [0.102, 0.019, 0.118], [0.124, -0.190, 0.038], [-0.018, -0.122, 0.126], [-0.065, -0.311, -0.042]], "homo_energy_ev": -9.2, "orbital_gap_ev": 9.48, "smiles": "O=S1(=O)OCCO1.O=S1(=O)OCCO1.NCCCBBr"}

{"formula": "C7H14N2OS2", "method": "wB97M-V/def2-TZVPD", "symbols": ["S", "C", "S", "N", "C", "C", "N", "C", "C", "O", "C", "C", "H", "H", "H", "H", "H", "H", "H", "H", "H", "H", "H", "H", "H", "H"], "xyz": [[-4.0317, 2.0279, -0.3846], [-3.4501, 0.4649, -0.2396], [-4.6860, -0.8853, -0.1763], [-2.2268, 0.1907, 0.0420], [-1.5686, -1.1231, 0.0915], [-0.2082, -0.7831, 0.8484], [0.3106, 0.5300, 0.1352], [1.0634, -0.3403, -1.1043], [2.4561, -0.7905, -0.7453], [3.3053, 0.4585, -0.6850], [2.6703, 1.4516, -0.0346], [1.3911, 1.0938, 0.9190], [-5.5860, 0.0511, -0.3860], [-1.4971, 0.8124, -0.2403], [-1.6042, -1.7628, -0.8052], [-1.9732, -1.8657, 0.9970], [0.6953, -1.5290, 0.7405], [-0.5856, -0.5777, 1.8860], [0.9172, 0.4381, -2.0207], [0.3641, -1.1232, -1.2100], [2.4353, -1.3395, 0.4712], [3.1144, -1.7219, -1.3948], [3.5756, 1.6772, 0.6237], [2.2929, 2.2854, -0.5074], [1.7574, 0.4050, 1.7975], [1.0686, 1.9554, 1.3822]], "atomic_forces_ev_per_a": [[0.398, -0.411, -0.350], [-3.671, 0.763, 0.397], [1.493, 0.299, -0.058], [2.155, -2.947, -0.449], [-0.213, -2.221, 4.272], [0.124, 1.268, -1.406], [1.994, -4.721, -0.884], [-1.374, 3.838, -0.873], [2.823, -1.475, 1.773], [-1.186, -4.937, -2.445], [0.413, 0.075, 5.992], [3.300, -2.712, 0.033], [-0.735, 0.174, -0.101], [0.332, 1.391, 0.215], [0.290, 0.731, 0.033], [-0.009, 1.886, -2.541], [-2.411, 0.961, 0.893], [1.071, -0.047, -0.796], [1.023, -2.167, 1.934], [-0.326, -0.895, -0.719], [0.161, 1.707, -3.598], [-2.398, 3.315, 1.582], [-1.771, 1.282, -0.008], [-0.205, 1.743, -2.224], [-0.689, 0.941, -1.580], [-0.588, 2.158, 0.909]], "homo_energy_ev": -8.1, "orbital_gap_ev": 8.64, "relative_energy_ev": 1.293, "smiles": "S=C(S)NCCN1CCOCC1"}